The following is a DFT calculation (the ωB97M-V functional and the def2-TZVPD basis) of 11 unconnected molecules or ions with the total composition C58H139B2N9O26 in a non-equilibrium geometry.

Calculated values
* HOMO level: -2.51 eV
* net charge: -2
* E: -130391.8078 eV
* HOMO-LUMO gap: 5.62 eV
* E_LUMO: 3.10 eV

XYZ file:
```
234
Properties=species:S:1:pos:R:3:forces:R:3:lowdin_charge:R:1
B -2.66468 1.62037 5.44514 0.15 -0.22 -0.19 -0.459
H -3.16763 0.57269 5.50934 -0.96 -1.30 0.11 -0.071
H -1.65767 1.45225 4.88559 1.39 -0.17 -0.88 -0.079
H -3.29682 2.37475 4.81439 -1.04 1.17 -0.70 -0.083
H -2.39241 1.98786 6.51363 0.15 0.68 1.35 -0.079
O 0.21133 -0.83870 4.38571 -0.25 0.32 0.10 0.162
C 0.09441 -0.84376 3.20835 0.38 0.07 -0.13 -0.358
O -0.89208 -1.34472 2.46916 0.34 -0.15 -0.20 0.240
B -0.47398 -1.31410 1.07067 -0.91 0.30 0.88 -0.926
O 0.73698 -0.48244 1.00242 0.16 -0.29 -0.19 0.218
C 1.17831 -0.30979 2.24345 0.02 0.30 0.05 -0.356
O 2.23102 0.17865 2.55015 -0.06 0.03 -0.07 0.131
O -0.26847 -2.66575 0.53225 0.79 -0.37 -0.68 0.243
C -0.69484 -2.67563 -0.71800 -0.59 0.17 0.41 -0.397
O -0.54276 -3.52226 -1.55098 0.38 -0.27 -0.14 0.123
C -1.64412 -1.45400 -0.86510 -0.24 -0.91 0.06 -0.427
O -1.57359 -0.77376 0.25029 -0.02 0.73 -0.69 0.230
O -2.41566 -1.34223 -1.77990 0.00 0.53 -0.08 0.124
C 4.52661 -0.12163 0.25608 0.44 -0.19 0.52 -0.109
O 5.26118 0.02149 -0.94842 -0.50 0.78 0.04 -0.200
C 6.36365 0.90162 -0.77528 -0.19 -0.78 0.37 -0.228
C 6.91546 1.23385 -2.13644 0.25 -0.11 -0.39 -0.216
N 6.09068 2.23869 -2.78514 0.28 0.54 -0.31 -0.052
C 6.50431 2.51493 -4.16436 0.18 -0.15 0.61 -0.208
C 5.37519 3.23109 -4.86081 -0.71 -0.88 -0.87 -0.199
O 4.24988 2.36437 -4.69680 -0.11 0.10 0.30 -0.237
C 3.04921 2.82224 -5.25132 -0.56 1.02 -0.13 -0.109
H 4.17869 0.80932 0.71355 -0.23 0.24 -0.54 0.076
H 5.17066 -0.53226 1.04516 0.02 -0.37 -0.09 0.084
H 3.69048 -0.79070 0.07966 -0.05 0.03 -0.01 0.081
H 7.04748 0.36643 -0.10214 0.49 0.20 -0.27 0.121
H 6.07716 1.81962 -0.24827 -0.19 0.06 -0.14 0.122
H 6.96916 0.33490 -2.76984 -0.09 -0.27 0.25 0.120
H 7.95466 1.57046 -2.07222 -0.08 0.32 0.18 0.117
H 5.14570 1.88480 -2.88158 0.03 -0.18 0.33 0.066
H 6.73394 1.55535 -4.64830 -0.04 0.12 -0.44 0.117
H 7.40863 3.12984 -4.18813 0.02 -0.01 0.08 0.117
H 5.49863 3.29806 -5.94905 0.57 0.23 0.02 0.121
H 5.21269 4.24504 -4.48349 -0.22 -0.10 0.33 0.122
H 2.21473 2.17171 -5.00078 0.35 -0.38 0.01 0.072
H 3.10730 2.97320 -6.33682 0.17 -0.27 -0.09 0.088
H 2.74517 3.79647 -4.84326 0.25 0.09 0.16 0.088
C 1.76557 7.83186 -3.54818 -0.71 -0.72 -0.54 -0.117
O 2.06762 6.54753 -3.05212 -0.20 -0.03 0.36 -0.195
C 2.63867 6.58832 -1.76389 1.08 0.96 0.28 -0.240
C 3.20557 5.25104 -1.35640 0.20 -0.53 -0.90 -0.211
N 2.22369 4.17756 -1.52815 -0.01 0.79 0.12 -0.024
C 2.83059 2.85664 -1.53544 0.53 -0.18 0.54 -0.198
C 1.81973 1.73907 -1.53460 -0.47 0.69 0.08 -0.188
O 1.16577 1.75804 -2.80163 0.01 -0.28 0.29 -0.206
C 0.04430 0.90360 -2.82862 -0.05 -0.44 0.14 -0.101
H 1.25544 7.62810 -4.49164 0.26 0.27 -0.18 0.087
H 2.66467 8.43043 -3.71016 0.02 0.10 0.09 0.085
H 1.02121 8.36267 -2.94660 0.27 0.06 0.37 0.088
H 2.00252 7.05256 -0.99937 -0.57 -0.42 -0.20 0.127
H 3.49277 7.28571 -1.81721 0.10 -0.06 0.08 0.117
H 3.64498 5.34965 -0.36176 -0.37 -0.25 0.20 0.104
H 4.05537 5.03119 -2.02420 0.18 0.20 0.01 0.114
H 1.83005 4.40944 -2.43498 -0.37 -0.56 0.03 0.095
H 3.41854 2.77763 -0.61456 -0.06 -0.09 0.08 0.108
H 3.56639 2.70689 -2.33463 -0.27 0.17 -0.18 0.092
H 1.09116 1.93206 -0.73926 -0.09 -0.01 -0.01 0.131
H 2.26433 0.76629 -1.30834 0.16 -0.09 -0.28 0.111
H 0.22897 -0.05419 -2.32537 0.36 -0.04 -0.11 0.074
H -0.16362 0.68823 -3.87620 -0.27 0.11 0.02 0.081
H -0.83293 1.29775 -2.30650 0.02 0.36 -0.20 0.102
C 1.55279 -6.65283 -12.11069 -1.48 -0.32 -0.24 -0.119
O 0.82473 -5.49551 -11.73164 0.82 0.27 -0.46 -0.192
C 1.04209 -5.17356 -10.37857 -0.35 -0.21 0.68 -0.249
C 0.47901 -3.79902 -10.04375 -0.09 -0.54 -0.74 -0.224
N 0.66537 -3.50877 -8.63689 0.42 0.65 -0.11 -0.051
C 0.48173 -2.08938 -8.34458 -0.84 0.00 0.15 -0.212
C 0.39007 -1.83819 -6.85244 0.58 -0.96 0.45 -0.218
O -0.69362 -2.56960 -6.29775 -0.10 -0.05 -0.76 -0.197
C -0.82747 -2.54123 -4.88425 -1.13 0.58 -0.15 -0.070
H 1.23604 -7.45402 -11.43696 0.51 -0.25 0.12 0.085
H 2.63698 -6.57315 -12.18573 0.09 0.39 0.40 0.085
H 1.17339 -6.94068 -13.09167 0.09 0.11 -0.11 0.081
H 2.10541 -5.19371 -10.11401 0.04 0.03 -0.11 0.122
H 0.54176 -5.93839 -9.76425 0.10 0.02 0.13 0.125
H -0.56557 -3.73173 -10.37801 -0.15 -0.14 0.12 0.122
H 0.99931 -3.11185 -10.71765 0.22 0.35 0.50 0.121
H -0.02286 -3.98819 -8.06637 0.02 -0.20 -0.13 0.112
H -0.45407 -1.73759 -8.80833 -0.06 0.14 0.03 0.117
H 1.27171 -1.45969 -8.75852 0.25 -0.26 0.00 0.119
H 0.32760 -0.75935 -6.68275 -0.19 0.04 0.25 0.124
H 1.28137 -2.24731 -6.36421 0.37 0.47 -0.09 0.108
H -0.48375 -1.58288 -4.48942 0.24 -0.17 0.18 0.074
H -0.43748 -3.39664 -4.33039 0.55 0.05 -0.30 0.079
H -1.90864 -2.56126 -4.72611 0.07 0.02 0.25 0.072
C 4.56255 -2.69481 3.97034 0.22 0.31 0.80 -0.105
O 3.68409 -1.95890 4.79128 -0.38 -0.37 -0.54 -0.195
C 4.25397 -1.33671 5.89985 -0.34 0.54 1.29 -0.246
C 3.11939 -0.95571 6.88490 0.42 -0.20 -0.98 -0.198
N 2.23960 0.06226 6.33573 0.37 0.14 0.68 -0.032
C 2.71155 1.41904 6.59978 -0.84 -0.02 -0.54 -0.201
C 1.82956 2.45838 5.89387 0.70 -0.50 -0.02 -0.252
O 0.62132 2.62425 6.56505 0.00 0.61 0.13 -0.156
C -0.13389 3.67590 5.96038 0.66 -0.61 -0.26 -0.107
H 4.97008 -3.49402 4.59918 0.11 -0.38 -0.40 0.080
H 5.41137 -2.10646 3.60146 -0.04 0.23 0.04 0.078
H 4.01508 -3.06309 3.10787 -0.14 -0.15 0.12 0.087
H 4.78545 -0.43450 5.57230 0.25 -0.03 0.11 0.115
H 4.90728 -1.96795 6.52419 0.36 -0.34 -0.65 0.113
H 3.57660 -0.67451 7.83748 -0.06 0.43 -0.06 0.110
H 2.60184 -1.89484 7.10606 -0.37 0.07 -0.16 0.106
H 2.22477 -0.05735 5.32748 -0.50 -0.15 0.01 0.076
H 3.74111 1.53277 6.22511 0.16 0.36 0.29 0.103
H 2.62560 1.65316 7.66348 0.34 -0.21 0.10 0.117
H 1.68556 2.14834 4.84784 -0.16 0.03 -0.03 0.122
H 2.40475 3.39908 5.86215 -0.11 0.13 0.00 0.103
H 0.50283 4.56215 5.84270 0.02 0.07 0.26 0.052
H -0.99322 3.89144 6.58287 -0.06 -0.13 -0.08 0.071
H -0.43414 3.34257 4.96444 -0.39 0.11 0.07 0.079
C -4.55670 -4.82212 -5.43203 0.03 -0.94 0.26 -0.126
O -5.49280 -4.05888 -4.71287 0.26 0.13 -0.20 -0.171
C -4.82342 -3.19350 -3.82189 0.55 0.83 0.72 -0.245
C -5.79598 -2.44952 -2.93499 -0.36 -0.65 -1.50 -0.199
N -6.46916 -1.37049 -3.66289 0.49 0.63 0.74 -0.046
C -7.24176 -0.63859 -2.67151 -0.11 0.37 -0.40 -0.230
C -8.06436 0.49235 -3.25825 -0.04 -0.92 0.25 -0.213
O -9.14668 -0.08505 -3.99951 0.40 0.87 -0.04 -0.186
C -9.60994 0.78961 -5.00259 -0.72 -0.35 -0.16 -0.140
H -3.79044 -4.23536 -5.94564 -0.12 0.22 -0.03 0.083
H -5.06982 -5.47724 -6.13799 -0.22 0.37 -0.16 0.080
H -4.05056 -5.52219 -4.75299 0.22 0.19 0.09 0.087
H -4.21990 -2.43930 -4.34321 -0.12 -0.07 -0.35 0.116
H -4.09881 -3.69360 -3.16450 -0.18 -0.55 -0.15 0.120
H -5.23043 -2.03391 -2.10339 -0.18 0.01 0.13 0.112
H -6.55465 -3.18262 -2.62527 0.23 0.01 0.63 0.128
H -7.06673 -1.71528 -4.40253 -0.08 -0.23 0.14 0.109
H -6.56876 -0.17536 -1.94625 0.22 -0.19 -0.09 0.097
H -7.86925 -1.33777 -2.09958 -0.33 0.27 0.08 0.127
H -7.46301 1.12214 -3.91771 0.17 -0.05 0.00 0.122
H -8.41616 1.09460 -2.41342 -0.34 0.16 -0.19 0.114
H -8.91848 0.92410 -5.84033 0.25 -0.21 0.09 0.084
H -9.87563 1.79427 -4.65667 0.07 -0.04 0.38 0.082
H -10.52410 0.32275 -5.37266 0.01 0.13 -0.21 0.082
C 2.98150 -4.69922 -6.27558 0.45 -0.24 -0.12 -0.102
O 3.61222 -5.91735 -5.88598 0.08 -0.02 0.11 -0.190
C 3.20186 -6.43139 -4.62105 -0.29 -0.04 -0.44 -0.219
C 3.88658 -5.80539 -3.40469 0.21 -0.03 -0.28 -0.211
N 3.72701 -4.38224 -3.23578 -0.57 0.35 0.76 -0.058
C 2.37185 -3.88021 -2.95207 0.87 -0.75 -1.14 -0.186
C 2.41597 -2.36462 -3.08148 -2.10 -0.52 0.67 -0.213
O 2.96194 -1.92271 -4.29489 0.74 -0.30 -0.50 -0.192
C 3.27288 -0.54807 -4.27440 0.18 0.57 0.63 -0.084
H 3.45134 -3.86372 -5.76451 -0.23 0.30 -0.20 0.062
H 1.90273 -4.67970 -6.09623 -0.01 -0.19 0.18 0.082
H 3.12907 -4.58975 -7.34826 0.02 -0.02 -0.01 0.077
H 3.42722 -7.50143 -4.63767 0.08 0.01 -0.03 0.113
H 2.10834 -6.34427 -4.61455 -0.03 0.02 0.49 0.111
H 4.96989 -5.95430 -3.47251 -0.07 -0.32 -0.21 0.113
H 3.56894 -6.35028 -2.50935 -0.15 0.14 0.03 0.117
H 3.97957 -3.91528 -4.09302 0.47 0.04 0.12 0.068
H 1.94042 -4.22695 -2.01199 0.51 0.41 0.38 0.118
H 1.66814 -4.33084 -3.66954 -0.14 0.47 -0.25 0.093
H 2.86576 -1.91102 -2.19497 0.35 0.09 -0.16 0.126
H 1.33890 -2.13843 -3.08689 0.10 0.64 0.28 0.094
H 2.38003 0.05927 -4.10035 -0.05 0.00 -0.05 0.071
H 3.77630 -0.18960 -5.17090 -0.26 -0.55 -0.37 0.087
H 3.98256 -0.31030 -3.47284 -0.09 -0.15 0.24 0.086
C 0.09714 -3.29312 5.73114 -0.11 0.14 0.46 -0.105
O -0.47981 -2.69932 6.88415 0.30 -0.20 0.67 -0.160
C -0.96133 -3.67195 7.77723 0.38 -0.11 0.12 -0.260
C -1.47827 -3.09185 9.09542 0.34 1.02 -1.40 -0.223
N -2.39028 -1.98674 8.81820 -0.07 -0.43 1.01 -0.040
C -2.78938 -1.32633 10.06080 -0.65 -0.02 -1.05 -0.220
C -3.80148 -0.23325 9.77652 -0.38 0.94 -0.07 -0.251
O -3.37697 0.70063 8.79603 -0.33 -0.63 1.38 -0.167
C -4.22816 1.81954 8.76763 0.89 0.95 -0.77 -0.145
H -0.75123 -3.62680 5.12904 0.37 -0.19 -0.55 0.097
H 0.77815 -4.12077 5.97254 -0.25 -0.29 0.25 0.079
H 0.72358 -2.55280 5.23748 -0.48 -0.11 0.06 0.057
H -0.12437 -4.33825 8.02938 -0.05 -0.33 0.04 0.108
H -1.74558 -4.29253 7.32386 -0.13 0.01 -0.23 0.116
H -0.62480 -2.64110 9.60718 -0.01 -0.21 0.26 0.117
H -1.90877 -3.91875 9.67882 0.04 0.00 0.24 0.107
H -3.23927 -2.35765 8.40114 0.09 0.17 -0.33 0.122
H -1.93013 -0.88874 10.56951 0.15 -0.14 -0.10 0.119
H -3.29144 -2.05795 10.71554 0.12 0.16 0.46 0.107
H -3.99683 0.31630 10.70955 0.12 -0.07 0.22 0.104
H -4.79643 -0.60089 9.48709 0.07 -0.52 -0.14 0.118
H -3.58998 2.56851 8.29517 -0.44 0.09 -0.41 0.068
H -4.51649 2.27466 9.72695 0.10 -0.65 0.43 0.072
H -5.13054 1.67810 8.16680 0.02 -0.23 -0.07 0.090
C -7.00466 1.44632 0.57378 0.00 -0.56 -1.41 -0.134
O -6.42759 0.42177 1.33230 -0.22 0.66 1.13 -0.194
C -5.00973 0.31790 1.16020 -0.17 -0.69 -0.36 -0.185
C -4.37356 -0.42284 2.32554 -0.11 0.21 1.37 -0.173
N -5.15138 -1.54353 2.87197 -0.28 -0.82 -0.53 -0.038
C -5.50444 -2.57200 1.88655 -0.07 -0.16 -1.12 -0.206
C -4.28834 -3.10986 1.11327 -0.40 -0.16 0.34 -0.205
O -4.63749 -4.32958 0.45380 -0.24 -0.09 -0.18 -0.207
C -3.49384 -5.03013 -0.04187 -0.78 0.86 0.25 -0.088
H -6.73660 2.48925 0.76741 0.51 -0.16 0.52 0.088
H -8.09491 1.40949 0.58585 -0.02 -0.35 0.45 0.082
H -6.72633 1.21547 -0.46290 -0.07 0.54 -0.25 0.057
H -4.56789 1.30527 1.01817 0.12 -0.01 0.04 0.129
H -4.85513 -0.29839 0.26463 0.10 0.32 -0.34 0.103
H -4.22725 0.21953 3.19950 -0.02 0.31 -0.19 0.110
H -3.36000 -0.74647 2.09392 -0.08 -0.05 -0.32 0.100
H -6.03573 -1.15230 3.17511 0.11 0.03 0.26 0.097
H -6.23202 -2.17005 1.16442 0.18 0.06 -0.32 0.103
H -6.03315 -3.45943 2.24735 0.24 0.19 0.88 0.111
H -3.47272 -3.33350 1.80676 0.15 0.34 0.10 0.134
H -3.99645 -2.34286 0.39028 0.40 -0.19 -0.16 0.098
H -2.91868 -5.40241 0.80806 0.37 0.04 -0.14 0.090
H -2.93547 -4.33851 -0.67525 0.45 -0.23 0.03 0.068
H -3.83090 -5.86494 -0.65359 -0.15 -0.01 0.06 0.080
C -2.06142 6.85030 7.16081 0.06 0.23 -0.49 -0.098
O -0.73785 6.72404 6.68807 0.12 -0.29 0.40 -0.204
C -0.14989 7.94918 6.32263 0.10 -0.15 0.20 -0.242
C 1.31723 7.70232 5.98755 -0.71 -0.09 0.22 -0.226
N 1.44255 6.99776 4.72632 0.23 0.59 -0.04 -0.048
C 2.81905 6.62635 4.45518 -0.32 -1.51 0.13 -0.224
C 2.97736 5.86691 3.15159 -0.57 1.15 -0.60 -0.257
O 2.38710 4.59035 3.18556 0.56 0.33 0.37 -0.177
C 2.47686 3.96832 1.91943 -0.28 0.18 0.04 -0.099
H -2.10400 7.51872 8.02738 -0.04 0.14 -0.01 0.081
H -2.46948 5.88521 7.45111 0.33 -0.18 -0.10 0.087
H -2.67464 7.23782 6.34026 -0.27 0.16 0.18 0.089
H -0.20999 8.67280 7.14632 -0.04 -0.01 0.15 0.113
H -0.69959 8.37387 5.47498 0.15 0.10 -0.18 0.123
H 1.76734 7.13501 6.81506 -0.07 -0.02 0.13 0.122
H 1.81303 8.67824 5.98762 0.14 -0.03 -0.42 0.112
H 0.81694 6.19965 4.74256 0.22 -0.17 -0.08 0.097
H 3.22809 5.89533 5.17480 -0.03 0.39 0.54 0.118
H 3.42871 7.52927 4.47566 0.13 -0.02 -0.18 0.116
H 4.04377 5.84771 2.89708 0.12 -0.37 -0.03 0.118
H 2.47235 6.46899 2.38112 0.07 -0.04 -0.25 0.118
H 1.83727 4.48665 1.19620 -0.08 -0.12 -0.04 0.085
H 2.15335 2.93623 2.04141 0.06 -0.01 -0.07 0.085
H 3.50042 4.01811 1.52740 0.10 -0.21 0.13 0.073
```
Forces are in eV/Å.